No. 1
Computed, not measured: one molecule with the formula C2H4N4O, with wB97M-V/def2-TZVPD.

Each line ends with the natural charge from an NBO analysis.
Atoms and positions in Å:
C  -1.03323  -0.53159  -0.24117  0.21
C  0.00800  0.44125  1.38171  0.61
H  0.58551  -1.53337  -1.43066  0.35
H  1.34268  -0.04819  -2.46415  0.42
H  -1.72128  -0.90949  -1.17517  0.23
H  0.91077  1.50671  2.80507  0.34
N  0.43720  -0.42695  -1.81749  -0.62
N  -0.20506  0.32201  -1.01297  0.00
N  -1.12143  -0.38555  1.08846  -0.40
N  0.09655  0.97290  2.64854  -0.68
O  0.70028  0.59226  0.21784  -0.47

Atoms 1-3, force components in eV/Å:
C -4.74 1.07 0.07
C -0.75 1.98 3.59
H 0.13 3.97 -1.52

Output
Orbital gap (eV): 9.0
Structure (SMILES): [H]/N=c1/ncn(N)o1
Charge: 0
Maximum force (eV Å⁻¹): 8.4
Lowest unoccupied orbital energy (Eh): -0.0165
HOMO (eV): -9.42
Calculated total energy (eV): -10140.8882



No. 2
Computed, not measured: a 3-piece molecular cluster, C26H47BN2O2 overall, with wB97M-V/def2-TZVPD.

Each line ends with the Mulliken charge.
Atoms and positions in Å:
B  -4.51087  3.21509  1.88861  0.29
C  -4.56021  1.64750  1.37121  -0.89
C  -3.16533  1.45417  0.56810  0.81
C  -2.08998  0.40900  0.93198  -0.72
C  -0.77299  0.34851  0.11605  -0.54
C  -0.54632  1.35915  -1.05818  -0.40
C  -1.64470  2.39752  -1.45094  0.63
C  -1.49831  3.44273  -2.66561  -1.18
C  -2.96368  2.45027  -0.63129  -0.51
H  -3.96035  3.48271  2.90354  -0.06
H  -5.00313  4.01362  1.15895  -0.08
H  -5.45683  1.49065  0.67712  0.21
H  -4.62024  0.95429  2.29167  0.30
H  -2.22942  -0.32671  1.78537  0.25
H  0.06458  -0.39929  0.34290  0.33
H  0.43902  1.34633  -1.65031  0.38
H  -0.38790  3.52302  -2.96983  0.27
H  -2.12421  3.05289  -3.55367  0.28
H  -1.91203  4.45695  -2.29907  0.35
H  -3.74837  3.23562  -0.91516  0.23
C  2.32268  3.00499  1.43176  -1.79
C  3.51002  3.06299  0.43331  1.95
C  3.95830  1.63463  0.04658  -1.03
C  4.75913  0.92059  1.13121  -0.56
C  5.91572  1.78854  1.61249  -1.26
C  5.46115  3.19087  2.06089  1.59
N  4.61274  3.87333  1.03583  0.30
O  5.42913  4.28146  0.02753  -0.54
C  4.70083  3.07087  3.40274  -1.72
C  6.71345  4.02635  2.43345  -1.75
C  2.90265  3.71571  -0.83683  -1.69
H  2.33314  3.85630  2.11860  0.34
H  1.35503  3.04899  0.92362  0.47
H  2.31013  2.08572  2.02048  0.27
H  4.57771  1.67542  -0.85810  0.46
H  3.08470  1.02588  -0.21223  0.08
H  4.10935  0.64578  1.96748  0.28
H  5.15136  -0.02043  0.73100  0.42
H  6.42889  1.27686  2.43424  0.39
H  6.65179  1.87179  0.80326  0.37
H  4.30351  4.04204  3.71766  0.37
H  5.36179  2.71792  4.19667  0.43
H  3.87175  2.36450  3.37615  0.32
H  7.42649  4.10923  1.60698  0.36
H  7.25599  3.55990  3.26082  0.41
H  6.43426  5.03628  2.74983  0.44
H  2.57065  4.73900  -0.63804  0.46
H  2.03455  3.14576  -1.18255  0.31
H  3.60353  3.73633  -1.67581  0.36
C  -1.27352  -4.00565  -2.78202  -1.97
C  -2.09909  -3.20444  -1.73899  2.05
C  -1.44035  -3.29905  -0.34344  -0.60
C  -1.65142  -4.64017  0.35287  -0.75
C  -3.12873  -5.01417  0.37454  -1.26
C  -3.77085  -4.98461  -1.02582  1.62
N  -3.50893  -3.70249  -1.74951  0.30
O  -4.29415  -2.74327  -1.19005  -0.53
C  -3.24956  -6.18787  -1.84648  -1.68
C  -5.28730  -5.27771  -0.88609  -1.80
C  -1.97344  -1.73085  -2.21000  -1.85
H  -1.91284  -4.42078  -3.56652  0.33
H  -0.54383  -3.37599  -3.29886  0.50
H  -0.70241  -4.82088  -2.33333  0.32
H  -1.84376  -2.51375  0.30773  -0.10
H  -0.36528  -3.10294  -0.42339  0.32
H  -1.06300  -5.42182  -0.13691  0.36
H  -1.27596  -4.57770  1.37990  0.41
H  -3.23917  -6.00905  0.82009  0.40
H  -3.65531  -4.32379  1.04522  0.35
H  -3.63375  -6.16019  -2.87210  0.36
H  -3.57267  -7.13232  -1.40446  0.43
H  -2.16284  -6.24577  -1.89922  0.31
H  -5.79502  -4.56791  -0.22522  0.35
H  -5.45018  -6.26934  -0.45402  0.41
H  -5.78473  -5.25688  -1.86084  0.44
H  -2.43064  -1.58758  -3.19397  0.51
H  -0.92159  -1.43952  -2.28787  0.50
H  -2.42880  -1.02510  -1.51175  0.26

Atoms 1-3, force components in eV/Å:
B 0.13 -1.81 -0.94
C 0.71 0.09 0.31
C 1.47 0.50 -1.72

Output
Orbital gap (alpha / beta) (eV): 8.7 / 8.5
Charge: 0
Maximum force (eV Å⁻¹): 4.3
Lowest unoccupied orbital energy (alpha / beta) (Eh): 0.0058 / -0.0012
HOMO (alpha / beta) (eV): -8.58 / -8.58
Spin multiplicity: 3
Calculated total energy (eV): -35467.0981



No. 3
Computed, not measured: a 12-piece molecular cluster, C27H80NO12S11 overall, with wB97M-V/def2-TZVPD.

Each line ends with the Mulliken charge.
Atoms and positions in Å:
C  8.22843  -19.75627  4.29463  -0.16
N  7.52918  -20.41427  3.13065  1.92
C  6.30264  -19.61077  2.74196  1.42
C  8.39979  -20.56827  1.91442  -0.63
C  6.99549  -21.79119  3.57793  0.09
C  6.35425  -22.69019  2.53250  -0.37
O  7.34924  -23.31567  1.72800  0.58
H  9.21964  -20.25616  4.37260  -0.21
H  7.68101  -19.83465  5.25402  0.55
H  8.35209  -18.71682  4.06712  -0.51
H  5.84585  -19.21225  3.66053  -0.32
H  5.62601  -20.26313  2.18978  -1.37
H  6.64289  -18.76976  2.13499  0.02
H  9.25719  -21.18588  2.17304  0.17
H  8.60399  -19.57530  1.54019  0.02
H  7.77613  -21.10293  1.19697  0.27
H  6.28031  -21.57382  4.38623  -0.57
H  7.79902  -22.28020  4.10555  0.65
H  5.58687  -22.22260  1.90183  -0.22
H  5.79470  -23.43576  3.09723  0.28
H  6.97715  -23.80201  0.98140  -0.38
C  7.71175  -26.23786  3.38207  -0.44
S  9.16557  -26.92329  2.74780  0.24
O  9.33307  -26.62456  1.29637  -0.51
C  10.39191  -25.92449  3.54079  -0.75
H  6.94919  -26.63773  2.71908  0.27
H  7.64262  -25.15583  3.21781  -0.26
H  7.63395  -26.53641  4.42134  0.51
H  10.33003  -24.89480  3.16266  0.11
H  11.39296  -26.30143  3.34236  0.47
H  10.18316  -25.88861  4.64017  0.29
C  1.53890  -21.91991  3.57818  -1.05
S  3.13619  -21.38540  2.85403  0.64
O  4.09722  -21.60799  4.00301  -0.74
C  2.74181  -19.65462  2.76850  0.04
H  0.71365  -21.74811  2.85867  0.38
H  1.44246  -21.49469  4.57676  0.22
H  1.77909  -22.97222  3.74548  0.41
H  3.65185  -19.21105  2.38252  -0.53
H  2.60637  -19.28918  3.80181  -0.02
H  1.94878  -19.50644  2.04448  0.60
C  6.89812  -17.07635  -0.61658  -0.74
S  8.17823  -16.36258  0.37462  0.45
O  8.58430  -17.38587  1.40552  -0.55
C  9.41068  -16.39258  -0.84084  -1.16
H  7.27895  -18.01188  -1.07874  0.17
H  6.83991  -16.26766  -1.36326  0.54
H  5.95722  -17.22993  -0.10991  0.17
H  9.07430  -15.69956  -1.63461  0.45
H  9.53259  -17.38443  -1.26546  0.32
H  10.35041  -15.96749  -0.51089  0.38
C  5.85662  -24.10393  5.84147  0.64
S  7.38289  -23.85036  6.75037  0.72
O  7.60010  -22.33202  6.87896  -0.67
C  6.86497  -24.37519  8.33896  -1.13
H  6.11597  -24.33527  4.78568  -0.68
H  5.32200  -23.14343  5.83865  -0.71
H  5.31667  -24.97660  6.23447  0.79
H  6.47453  -25.39038  8.13879  0.42
H  6.12668  -23.73058  8.79088  0.30
H  7.76831  -24.61732  8.92923  0.35
C  4.52371  -22.05845  -3.18582  -0.82
S  4.06446  -20.59917  -2.32083  0.44
O  2.65146  -20.82506  -1.91525  -0.64
C  5.05426  -20.87640  -0.86394  -0.09
H  4.39247  -23.05551  -2.74696  0.10
H  5.57654  -21.97609  -3.52211  0.34
H  3.96525  -22.00810  -4.13321  0.44
H  4.92969  -21.85050  -0.41419  0.08
H  4.68800  -20.16230  -0.11467  -0.14
H  6.11551  -20.69657  -1.02882  0.19
C  6.69693  -27.21068  -0.38236  -0.20
S  5.48630  -25.98841  -0.83269  0.29
O  6.00095  -24.62442  -0.42135  -0.67
C  5.71923  -26.20696  -2.59702  -0.86
H  6.20724  -28.17729  -0.45123  0.56
H  6.87396  -27.05603  0.70021  -0.55
H  7.59819  -27.22264  -0.98806  0.26
H  5.52016  -27.27858  -2.75997  0.45
H  6.72689  -25.87396  -2.81116  0.18
H  5.02564  -25.59906  -3.17478  0.34
C  4.85007  -14.62795  2.76750  -0.74
S  3.85611  -16.13701  2.67643  0.27
O  4.74756  -17.09299  1.86853  -0.54
C  4.06514  -16.58218  4.38616  0.18
H  5.90534  -14.88157  3.02902  0.00
H  4.39533  -13.90169  3.48570  0.38
H  4.85541  -14.22774  1.76505  0.40
H  5.07622  -16.39963  4.71093  -0.07
H  3.72060  -17.60853  4.53150  -0.50
H  3.38383  -16.02335  5.04222  0.57
C  8.28825  -15.67974  7.33868  -1.09
S  8.42809  -16.89785  6.03774  0.64
O  7.01203  -17.36513  5.78532  -0.54
C  8.96651  -15.84338  4.71510  -0.74
H  9.27001  -15.16230  7.40821  0.41
H  8.12423  -16.18242  8.29517  0.36
H  7.42709  -15.07262  7.08685  0.33
H  9.88832  -15.37340  5.03027  0.49
H  8.18671  -15.09247  4.45876  0.21
H  9.16094  -16.53261  3.88267  0.08
C  2.97558  -21.62650  7.55789  -0.64
S  2.97869  -19.89746  7.15265  0.34
O  2.08092  -19.68904  5.92514  -0.60
C  4.67477  -19.63673  6.73582  -0.28
H  3.38150  -21.71938  8.55086  0.46
H  3.54498  -22.19267  6.84285  -0.14
H  1.89835  -21.80071  7.59863  0.41
H  4.85260  -18.55194  6.78526  0.28
H  4.91126  -19.96405  5.71594  -0.40
H  5.20761  -20.19694  7.49234  0.56
C  11.04499  -22.66428  7.20765  -0.46
S  11.76260  -22.25585  5.64338  0.28
O  10.68071  -22.60635  4.61860  -0.44
C  11.73162  -20.46491  5.70529  -0.68
H  9.97999  -22.39073  7.20212  -0.15
H  11.59011  -22.15817  8.00844  0.43
H  11.10211  -23.74204  7.37882  0.32
H  12.38344  -20.07940  6.51160  0.43
H  10.72311  -20.06614  5.78499  0.02
H  12.14246  -20.10031  4.74084  0.34
C  9.17056  -22.99949  -1.59970  -1.07
S  9.03449  -24.58736  -0.84872  1.17
O  8.53757  -25.54615  -1.93692  -0.90
C  10.72093  -24.86314  -0.69614  -1.34
H  8.32079  -22.43230  -1.25223  -0.03
H  9.38711  -23.13692  -2.63210  0.52
H  9.99871  -22.48070  -1.11559  0.39
H  10.85924  -25.81675  -0.20098  0.39
H  11.14834  -24.19486  0.07362  0.34
H  11.28984  -24.66225  -1.59824  0.44

Atoms 1-3, force components in eV/Å:
C 0.79 -1.10 -0.13
N -1.42 -0.77 0.26
C 0.68 0.50 0.32

Output
Orbital gap (eV): 8.5
Charge: +1
Maximum force (eV Å⁻¹): 2.6
Lowest unoccupied orbital energy (Eh): -0.0589
HOMO (eV): -10.11
Calculated total energy (eV): -174529.8104